ORCA calculation (wB97M-V/def2-TZVPD) on a molecular structure, C12H33As2CrF12N3O3.

Each line ends with the Löwdin charge.
Atoms and positions in Å:
Cr: -0.24 0.02 -0.01  1.06
As: -3.45 -0.66 2.35  0.79
F: -3.37 -2.36 2.62  -0.22
F: -2.46 -0.38 3.70  -0.20
F: -3.48 1.09 1.98  -0.26
F: -4.34 -0.95 0.87  -0.24
F: -4.89 -0.50 3.28  -0.21
F: -1.94 -0.72 1.34  -0.32
As: 3.49 1.20 0.49  0.83
F: 2.86 2.85 0.69  -0.25
F: 3.62 1.45 -1.23  -0.22
F: 3.95 -0.46 0.31  -0.21
F: 3.25 0.96 2.21  -0.22
F: 1.79 0.74 0.22  -0.29
F: 5.10 1.82 0.69  -0.21
C: -0.94 3.81 1.72  -0.01
C: -0.29 2.51 1.27  -0.36
C: 0.07 1.61 2.46  -0.12
O: 0.22 0.23 2.04  -0.31
C: 0.60 -0.53 3.17  -0.05
N: -1.26 1.72 0.42  0.03
H: -1.87 3.62 2.27  0.10
H: -1.30 4.39 0.88  0.09
H: -0.26 4.40 2.34  0.11
H: 0.65 2.70 0.74  0.10
H: -0.73 1.68 3.21  0.14
H: 1.01 2.04 2.81  0.14
H: 1.61 -0.34 3.53  0.11
H: 0.54 -1.59 2.92  0.08
H: -0.07 -0.45 4.02  0.10
H: -1.52 2.43 -0.27  0.12
H: -2.12 1.73 0.99  0.09
C: -2.62 -0.84 -3.58  -0.02
C: -1.45 -0.50 -2.64  -0.35
C: -0.96 0.96 -2.80  -0.13
O: 0.07 1.19 -1.82  -0.32
C: 0.81 2.38 -2.15  -0.02
N: -1.81 -0.74 -1.21  0.03
H: -2.23 -0.87 -4.59  0.10
H: -3.45 -0.12 -3.56  0.10
H: -3.07 -1.77 -3.23  0.10
H: -0.66 -1.19 -2.94  0.14
H: -1.73 1.72 -2.61  0.14
H: -0.67 1.11 -3.84  0.15
H: 0.08 3.16 -2.41  0.11
H: 1.41 2.22 -3.04  0.11
H: 1.49 2.62 -1.34  0.08
H: -2.75 -0.32 -1.18  0.13
H: -2.02 -1.73 -1.15  0.12
C: 1.52 -3.97 1.01  0.00
C: 1.43 -2.56 0.36  -0.36
C: 1.83 -2.44 -1.09  -0.18
O: 1.56 -1.07 -1.39  -0.26
C: 2.08 -0.88 -2.73  -0.06
N: -0.01 -2.08 0.47  0.01
H: 0.69 -4.51 0.56  0.09
H: 1.40 -3.83 2.08  0.09
H: 2.47 -4.42 0.73  0.10
H: 2.10 -1.96 0.98  0.13
H: 1.32 -3.12 -1.79  0.14
H: 2.87 -2.74 -1.22  0.15
H: 1.78 0.09 -3.12  0.08
H: 1.88 -1.72 -3.39  0.10
H: 3.17 -0.82 -2.69  0.11
H: -0.50 -2.78 -0.09  0.11
H: -0.21 -2.52 1.37  0.10

The calculation puts the energy above the lowest of the compared OMol25 structures with the same formula, charge and spin at 0.0 kcal/mol. The HOMO energy (alpha / beta) comes out at -14.17 / -14.26 eV. Its largest force on an atom is 2.91 eV/Å. The charge is +1. As for the expectation value of S²: 3.778. As for the spin multiplicity: 4. The calculation puts the HOMO-LUMO gap (alpha / beta) at 8.50 / 9.96 eV.